1.
12 unconnected molecules or ions with the total composition C38H106N6O16 at a distorted geometry, computed with ωB97M-V/def2-TZVPD.

Calculated values
Molecular weight   903.3 g mol⁻¹
Structure (SMILES)   COC[C@H](C)N.COC[C@H](C)N.COC[C@H](C)N.COC[C@H](C)N.COC[C@H](C)N.COC[C@H](C)N.CC(C)O.CC(C)O.OCCO.OCCO.OCCO.OCCO
Highest occupied orbital energy   -9.2092 eV
Energy above the lowest of the compared OMol25 structures with the same formula, charge and spin   0.0 kcal/mol

XYZ file:
```
166
Properties=species:S:1:pos:R:3:forces:R:3:mulliken_charge:R:1
C 0.1354 -1.8465 6.6842 -1.11 -0.04 -1.21 -0.418
O 0.4868 -0.5481 7.0820 0.32 -1.05 0.31 -0.407
C -0.4288 0.3565 6.5921 -0.15 1.04 -0.85 0.188
C -0.1712 1.6828 7.2433 0.68 1.23 -0.08 0.337
C -0.4123 1.6194 8.7443 1.65 0.80 0.27 -1.579
N -0.9577 2.7562 6.5850 0.68 -0.46 0.71 -0.603
H -0.9497 -2.0131 6.8954 0.74 -0.22 0.13 0.334
H 0.7649 -2.5777 7.1515 0.25 -0.23 0.43 0.289
H 0.2234 -1.9695 5.5754 0.08 0.11 0.54 -0.026
H -0.2767 0.5019 5.4900 -0.43 -0.35 0.43 -0.252
H -1.4845 0.0748 6.8127 0.39 -0.18 -0.27 0.502
H 0.9058 1.9382 7.1188 -0.65 -0.26 0.00 0.201
H 0.1247 0.7473 9.1512 -0.68 0.10 -0.07 0.335
H -1.4300 1.7266 9.0582 -0.80 -0.49 -0.02 0.359
H 0.0923 2.4825 9.2076 -0.14 -0.12 -0.18 0.354
H -1.8780 2.3714 6.5466 -1.01 0.17 -0.25 0.315
H -0.6504 2.9161 5.6289 0.09 -0.01 0.16 0.244
C -5.6811 -0.1665 -1.6095 0.09 -0.20 -0.67 -0.298
O -5.3346 1.2197 -1.7130 -0.51 -1.28 0.03 -0.435
C -3.9609 1.3558 -1.6004 1.34 2.07 -0.62 0.719
C -3.6118 2.8599 -1.8652 -0.66 -0.24 0.72 0.095
C -4.2889 3.3915 -3.1556 -0.38 -0.24 1.12 -1.299
N -2.1402 2.9755 -1.8856 0.10 -0.54 -0.84 -0.150
H -5.1701 -0.7472 -2.3893 0.25 0.14 -0.02 0.165
H -6.7395 -0.3363 -1.8346 0.08 0.49 0.49 0.340
H -5.3703 -0.5917 -0.6538 -0.27 0.11 0.18 -0.001
H -3.5692 1.1321 -0.6045 -0.12 -0.41 0.12 -0.123
H -3.3676 0.7889 -2.3557 -0.60 -0.17 0.40 -0.574
H -3.9755 3.4300 -0.9568 0.29 -0.42 -1.07 0.466
H -3.9549 2.8363 -4.0254 0.39 -0.04 -0.23 0.229
H -3.9528 4.4253 -3.1871 -0.36 0.21 -0.60 0.392
H -5.4017 3.2891 -3.1638 0.91 0.34 0.33 0.364
H -1.8093 2.6100 -2.7899 -0.18 -0.13 0.45 -0.243
H -1.7968 3.9272 -1.9409 -0.44 0.25 0.40 0.224
C -0.1572 4.7573 3.1848 -0.56 -0.85 -0.97 -0.481
O 0.7820 4.1139 3.9821 0.15 -0.80 1.76 -0.490
C 1.0868 2.7708 3.6051 -0.81 0.40 0.00 0.229
C 2.2239 2.1987 4.4223 1.11 -0.32 -0.72 1.001
C 3.5105 3.0227 4.2649 0.12 0.66 0.18 -1.532
N 2.5990 0.7867 4.0911 -1.31 0.51 -0.01 -0.059
H 0.2604 4.7394 2.1950 -0.11 0.41 -0.94 0.083
H -0.2828 5.7658 3.5138 0.06 0.60 0.35 0.333
H -1.1749 4.2967 3.0897 0.67 -0.08 0.54 0.232
H 0.2167 2.1048 3.6935 -0.25 0.11 0.21 0.380
H 1.2917 2.8317 2.5678 0.62 -0.41 -1.40 0.049
H 1.8304 2.1977 5.4148 0.34 0.14 0.99 -0.698
H 3.3716 4.0851 4.4943 -0.15 -0.23 0.45 0.384
H 3.9218 3.0853 3.2523 -0.45 -0.62 -0.29 0.126
H 4.3232 2.6007 4.8588 -0.22 0.09 0.20 0.409
H 1.8961 0.0890 4.4508 0.85 1.15 -0.90 0.249
H 2.6928 0.7945 3.0640 -0.07 -0.77 0.60 -0.301
C -1.6278 -4.1471 -6.3774 -1.30 0.73 0.20 -0.985
O -1.1495 -3.3529 -5.2987 0.07 -1.22 -0.15 -0.146
C -1.4970 -2.0043 -5.3399 -1.32 -0.20 -0.86 -1.199
C -1.2148 -1.4078 -3.9907 -0.05 1.21 -0.18 1.904
C -2.0420 -2.1046 -2.8987 1.23 0.58 -0.67 -0.395
N -1.5072 0.0518 -4.0877 0.46 -0.13 -0.28 -0.298
H -1.2687 -3.8519 -7.3863 -0.06 0.00 0.65 0.322
H -2.7412 -4.1575 -6.3457 0.42 0.44 -0.38 0.366
H -1.4093 -5.1676 -6.1622 0.81 -0.71 0.07 0.301
H -0.9760 -1.5686 -6.1715 0.72 0.81 -0.21 0.204
H -2.5693 -1.8420 -5.6323 0.30 -0.37 0.49 0.406
H -0.1128 -1.4879 -3.8870 -0.56 -0.05 0.55 -0.607
H -1.8610 -1.6395 -1.9290 -0.43 0.18 -0.02 0.207
H -1.6382 -3.0932 -2.8158 -0.38 -0.68 0.18 -0.887
H -3.0828 -2.0922 -3.2347 0.01 -0.12 0.46 0.402
H -1.0890 0.5283 -3.2943 -0.38 -0.05 0.11 0.153
H -2.5020 0.2723 -4.1525 0.35 -0.30 0.20 0.246
C 2.6397 -0.0463 -1.2974 -0.41 1.20 0.62 -0.785
O 2.0315 -0.3332 -0.0221 0.73 0.54 -0.52 0.982
C 0.6205 -0.2141 -0.0111 0.55 -1.10 -0.50 -0.188
C 0.1766 -0.2601 1.4323 -0.48 -0.12 0.77 1.985
C 0.8326 -1.4210 2.1377 0.14 -0.92 -0.25 0.060
N -1.2829 -0.4918 1.5257 -0.21 2.00 -0.56 0.314
H 2.1681 -0.6790 -2.0146 -0.37 -0.36 -0.97 0.417
H 3.6925 -0.2933 -1.2574 0.20 -0.15 0.26 0.412
H 2.5769 1.0385 -1.5855 -0.19 -0.92 0.35 -0.536
H 0.3253 0.6818 -0.5331 -0.30 0.70 -0.07 0.394
H 0.1527 -1.0691 -0.5667 0.32 0.28 0.30 -0.605
H 0.4765 0.6815 1.9359 -0.43 -0.36 -0.30 -1.968
H 0.9600 -1.3478 3.2061 -0.65 0.21 0.43 -0.505
H 1.8363 -1.5451 1.7841 0.61 -0.11 -0.38 -0.263
H 0.2833 -2.3430 1.8780 0.22 0.18 0.26 0.111
H -1.7381 0.1935 0.8704 0.20 -1.19 0.82 -0.207
H -1.4918 -1.4484 1.2567 0.10 0.07 -0.65 0.547
C 2.8684 -3.4438 -0.7917 -0.38 -1.09 -0.76 -0.201
O 2.2530 -4.6095 -1.3562 1.23 0.55 -0.21 -0.481
C 0.8892 -4.4852 -1.5925 -0.14 -0.54 0.36 0.306
C 0.4211 -5.7423 -2.3600 0.37 3.16 -1.88 0.173
C 1.1542 -5.9794 -3.6877 1.12 -0.67 0.42 -1.362
N -0.9786 -5.4962 -2.6015 -2.36 -1.63 0.37 -0.300
H 3.9309 -3.5588 -0.9753 0.12 0.16 0.25 0.332
H 2.6385 -3.3161 0.2512 0.02 -0.21 0.70 0.354
H 2.4842 -2.5725 -1.2817 -0.05 0.58 -0.47 -0.128
H 0.4315 -4.5399 -0.5952 -0.67 0.45 -0.23 0.057
H 0.6063 -3.5417 -2.1192 0.23 -0.43 0.22 -0.277
H 0.6128 -6.5127 -1.6810 -0.17 -1.61 0.83 0.542
H 0.8337 -5.3440 -4.5079 -0.03 0.56 0.22 0.150
H 0.8598 -6.9735 -3.9958 0.05 -0.50 -0.23 0.430
H 2.2728 -5.9808 -3.6135 -0.97 0.15 0.06 0.323
H -1.5443 -6.3205 -2.8675 0.81 0.24 0.61 0.277
H -1.2318 -4.8685 -3.3459 0.87 0.56 -0.27 -0.140
C 1.6260 0.0920 -6.7937 0.40 0.81 -0.82 -1.652
C 1.7451 0.5439 -5.3555 0.55 -0.82 0.15 1.505
C 3.0983 1.1505 -5.0338 -0.15 -0.46 0.56 -1.286
O 0.7778 1.5070 -5.0008 -0.92 0.66 -0.03 -0.387
H 0.5794 -0.1123 -6.9748 -0.31 0.07 -0.38 0.350
H 2.1745 -0.8356 -7.0598 -0.04 0.65 0.43 0.316
H 1.9815 0.9475 -7.4305 -0.47 -0.91 0.18 0.357
H 1.6302 -0.3562 -4.7544 -0.19 -0.14 0.47 -0.357
H 3.8816 0.4694 -5.4113 -0.17 0.51 0.13 0.416
H 3.1902 1.2214 -3.9229 0.14 0.31 -0.88 0.037
H 3.1363 2.1348 -5.5216 0.34 -0.22 0.24 0.365
H -0.1576 1.1775 -5.0148 0.90 -0.39 -0.06 0.311
C 4.5386 4.2878 0.2495 0.43 -0.48 -0.11 -1.895
C 3.4036 3.3628 -0.0987 0.03 1.44 -1.21 1.712
C 2.1072 4.0533 0.1890 -0.09 -0.54 -0.13 -1.502
O 3.5237 3.0447 -1.4654 -0.01 -0.60 -1.55 -0.633
H 5.4810 3.8376 -0.0882 -0.16 0.45 0.13 0.398
H 4.5733 4.5440 1.2773 0.24 -0.30 1.40 0.399
H 4.3322 5.2543 -0.1671 0.21 0.48 -0.98 0.425
H 3.4577 2.4346 0.4368 0.12 -0.59 0.31 -0.673
H 1.2584 3.4668 -0.0884 -0.67 -0.78 0.09 0.369
H 1.9397 4.9897 -0.2918 0.49 0.87 -0.57 0.623
H 2.1459 4.2249 1.2255 -0.51 0.36 1.53 0.558
H 3.2762 3.7708 -2.0878 -0.03 -0.31 1.14 0.301
O -5.2632 -1.2051 1.8038 0.42 0.36 1.01 -0.389
C -4.8200 -0.3237 2.9285 -1.22 -1.87 -1.19 -0.543
C -4.0463 -1.0825 3.9834 1.02 -0.26 -1.08 -0.213
O -3.0440 -1.8969 3.3832 0.66 0.82 -0.59 -0.604
H -6.0140 -1.7385 2.1004 0.16 0.23 0.06 0.257
H -4.2589 0.4277 2.3938 0.18 0.42 0.32 0.188
H -5.7348 0.0161 3.3887 -0.14 0.89 0.12 0.445
H -4.6691 -1.7877 4.5025 -0.50 -0.04 0.47 0.417
H -3.5726 -0.3711 4.6665 -0.24 0.02 0.24 0.031
H -2.4749 -1.2776 2.8428 -0.21 -0.55 0.73 0.350
O -2.4157 -3.2639 0.8516 -0.75 1.36 0.99 0.088
C -2.4819 -4.6602 0.9065 -2.20 -0.36 -1.06 0.090
C -3.9418 -5.1262 0.4623 -0.45 1.82 0.37 -0.422
O -4.9185 -4.7557 1.4779 0.53 -0.14 -0.14 -0.573
H -2.9788 -2.9098 1.5826 0.49 -0.19 -0.48 -0.127
H -1.7759 -4.9530 0.1732 0.72 -0.88 -0.63 -0.160
H -2.2347 -5.0117 1.8950 -0.01 -0.43 0.38 0.277
H -4.1241 -6.1832 0.3457 0.55 -0.39 -0.10 0.389
H -4.2979 -4.5864 -0.4770 1.06 -0.72 0.81 0.133
H -4.9188 -3.7954 1.5489 0.04 0.08 -0.04 0.253
O 4.6840 0.3507 1.4694 -1.55 1.48 -0.77 -0.455
C 5.6345 -0.3556 2.1372 1.87 -1.62 0.04 -0.596
C 5.1339 -1.3703 3.1306 -0.32 -0.54 0.28 -0.130
O 4.6620 -2.4764 2.2970 -1.22 0.13 1.22 -0.534
H 3.9596 -0.1761 1.1013 0.32 -0.31 0.17 0.047
H 6.3063 -0.9089 1.4260 -0.60 -0.01 0.32 0.281
H 6.3490 0.3065 2.5880 -0.05 0.87 0.54 0.502
H 4.3176 -1.0189 3.8081 0.54 0.09 -0.77 -0.010
H 5.9564 -1.6788 3.8179 -0.36 -0.13 -0.68 0.336
H 3.7508 -2.6877 2.6118 1.17 0.04 -0.43 0.310
O 2.1019 5.0313 -2.9529 -0.22 0.72 1.11 -0.595
C 0.7996 4.4815 -3.0358 -0.13 -0.43 -0.26 0.115
C -0.0479 4.8355 -4.2336 0.90 0.21 0.24 -0.390
O 0.6062 4.3649 -5.3525 0.83 -0.23 -1.85 -0.624
H 2.5054 5.1477 -3.7977 0.06 0.01 -1.25 0.305
H 0.9550 3.4150 -3.1977 -0.36 -0.45 0.76 0.036
H 0.2810 4.7235 -2.1127 0.15 -0.19 0.26 0.260
H -0.2538 5.8776 -4.3903 0.30 0.79 0.07 0.386
H -1.0140 4.4014 -4.1546 -1.12 -0.75 0.47 0.179
H 0.7638 3.3984 -5.3310 -0.29 0.27 0.28 0.458
```
Positions in Å, forces in eV/Å.

2.
C5H11NO in the gas phase at a distorted geometry, computed with ωB97M-V/def2-TZVPD.

Calculated values
Molecular weight   101.1 g mol⁻¹
Structure (SMILES)   CC(C)[C@@H]1ON1C
Highest occupied orbital energy   -8.9558 eV
Energy above the lowest of the compared OMol25 structures with the same formula, charge and spin   102.6 kcal/mol

XYZ file:
```
18
Properties=species:S:1:pos:R:3:forces:R:3:nbo_charge:R:1
C 1.5047 0.9047 -0.5418 1.60 0.31 -2.30 -0.611
C 0.7326 -0.3864 -0.6849 -0.78 -0.51 1.19 -0.272
C 1.4812 -1.5507 0.0897 0.72 0.19 0.63 -0.619
C -0.5723 -0.3613 0.1258 -2.53 -0.33 -3.90 0.217
O -1.5426 -1.3873 -0.2930 0.92 0.16 1.70 -0.387
N -1.8772 -0.0206 -0.4879 1.16 1.85 -0.49 -0.177
C -2.9930 0.5242 0.3175 -1.36 -1.58 1.13 -0.453
H 2.6078 0.8688 -0.7312 -0.74 -0.80 -0.20 0.212
H 1.5126 1.2259 0.4302 -0.42 1.07 2.67 0.200
H 1.2267 1.7313 -1.2085 -0.63 -0.29 0.26 0.220
H 0.4154 -0.4895 -1.7236 0.42 -0.80 0.05 0.236
H 1.6060 -2.5077 -0.4032 -0.71 -0.15 -0.43 0.228
H 0.9549 -1.7749 1.1165 1.34 0.53 -1.89 0.212
H 2.5678 -1.2653 0.2034 -1.19 -0.01 0.48 0.214
H -0.3973 -0.1776 1.1321 -0.38 0.05 2.08 0.167
H -2.9965 0.0958 1.4073 0.03 0.91 -1.73 0.180
H -3.0085 1.6410 0.3060 0.50 -0.96 0.02 0.219
H -4.0175 0.2103 -0.1572 2.05 0.36 0.71 0.214
```
Positions in Å, forces in eV/Å.

| no. | LUMO level (hartree) |
| --- | --- |
| 1 | 0.01278 |
| 2 | 0.03915 |